{
  "formula": "C34H60NO21",
  "method": "ωB97M-V/def2-TZVPD",
  "relative_energy_kcal_mol": 0.0,
  "total_charge": -1,
  "mol_weight_g_mol": 818.840,
  "gap_ev": 6.190,
  "e_homo_ev": -4.45,
  "spin_multiplicity": 1,
  "energy_ha": -2966.41627,
  "elements": ["C", "C", "O", "N", "C", "C", "O", "O", "C", "C", "C", "C", "C", "C", "H", "H", "H", "H", "H", "H", "H", "H", "H", "H", "H", "H", "C", "C", "O", "C", "O", "O", "C", "H", "H", "H", "H", "H", "H", "H", "H", "C", "C", "O", "C", "O", "O", "C", "H", "H", "H", "H", "H", "H", "H", "H", "C", "C", "O", "C", "O", "O", "C", "H", "H", "H", "H", "H", "H", "H", "H", "C", "C", "O", "C", "O", "O", "C", "H", "H", "H", "H", "H", "H", "H", "H", "C", "C", "O", "C", "O", "O", "C", "H", "H", "H", "H", "H", "H", "H", "H", "C", "C", "O", "C", "O", "O", "C", "H", "H", "H", "H", "H", "H", "H", "H"],
  "xyz": [[-2.2408, 0.9079, 6.7494], [-1.1163, -0.0448, 6.3342], [0.0986, 0.6300, 6.5134], [1.1524, -0.1806, 6.0062], [1.8446, -0.8634, 7.0947], [3.1496, -0.0986, 7.4828], [4.0270, -0.7078, 8.1224], [3.1657, 1.0847, 7.1058], [2.0199, -2.3515, 6.7826], [1.2315, -2.9586, 5.8022], [1.3424, -4.3223, 5.5151], [2.2531, -5.1210, 6.1939], [3.0410, -4.5325, 7.1784], [2.9168, -3.1720, 7.4689], [-1.8606, 1.9217, 6.7141], [-2.5980, 0.6764, 7.7482], [-3.0868, 0.7975, 6.0758], [-1.2393, -0.3360, 5.2882], [-1.1667, -0.9588, 6.9342], [1.8038, 0.4749, 5.5939], [1.1742, -0.7990, 7.9507], [0.5039, -2.3918, 5.2464], [0.6972, -4.7346, 4.7517], [2.3106, -6.1729, 5.9530], [3.7499, -5.1422, 7.7187], [3.5373, -2.7499, 8.2409], [-3.1208, -4.3157, -0.7781], [-2.7244, -3.3997, 0.3595], [-1.8959, -4.0618, 1.3272], [-0.6297, -4.2608, 0.9675], [-0.1230, -3.9066, -0.0687], [-0.0121, -4.8938, 1.9570], [1.3498, -5.2434, 1.6926], [-3.6022, -5.2150, -0.3904], [-3.8130, -3.8083, -1.4506], [-2.2510, -4.6276, -1.3546], [-3.6071, -3.0849, 0.9122], [-2.2251, -2.5006, -0.0030], [1.9249, -4.3741, 1.3820], [1.4033, -6.0203, 0.9309], [1.7566, -5.6207, 2.6259], [1.4133, -0.7657, 1.6333], [0.8308, -1.0424, 0.2614], [0.2468, 0.1437, -0.3226], [1.1139, 1.0402, -0.7781], [2.3134, 0.9399, -0.7763], [0.4219, 2.0892, -1.2431], [1.2436, 3.1707, -1.6802], [0.6583, -0.3294, 2.2891], [1.7736, -1.6903, 2.0851], [2.2476, -0.0677, 1.5803], [0.0191, -1.7548, 0.3455], [1.5714, -1.4666, -0.4160], [1.9687, 2.8365, -2.4204], [1.7503, 3.6137, -0.8283], [0.5912, 3.9139, -2.1310], [-9.0112, -3.0559, -4.5253], [-9.0450, -3.9292, -3.2893], [-8.6263, -5.2746, -3.5643], [-7.3150, -5.4431, -3.7240], [-6.4704, -4.5919, -3.6303], [-7.0931, -6.7294, -3.9985], [-5.7222, -7.0434, -4.2571], [-9.6090, -3.5019, -5.3216], [-9.4090, -2.0671, -4.2978], [-7.9948, -2.9389, -4.8971], [-10.0657, -4.0208, -2.9231], [-8.4388, -3.5127, -2.4850], [-5.0869, -6.7228, -3.4345], [-5.3964, -6.5742, -5.1841], [-5.6695, -8.1234, -4.3589], [3.8217, 3.3772, 1.8054], [4.3160, 3.3913, 0.3740], [5.5886, 4.0553, 0.2541], [6.6391, 3.3577, 0.6771], [6.6313, 2.2307, 1.0921], [7.7281, 4.1232, 0.5341], [8.9275, 3.5153, 1.0154], [3.7882, 4.3912, 2.2083], [2.8222, 2.9438, 1.8552], [4.4781, 2.7906, 2.4452], [3.6351, 3.9694, -0.2427], [4.3702, 2.3876, -0.0434], [9.0866, 2.5448, 0.5504], [8.8876, 3.4059, 2.0979], [9.7398, 4.1857, 0.7480], [0.9001, -1.4856, -8.0530], [0.1220, -0.2098, -7.8092], [-0.7560, -0.3178, -6.6819], [-0.1603, -0.2585, -5.4872], [1.0147, -0.0847, -5.2932], [-1.0956, -0.3940, -4.5532], [-0.5927, -0.4137, -3.2092], [0.2187, -2.3308, -8.1607], [1.4966, -1.3956, -8.9612], [1.5700, -1.7016, -7.2227], [-0.5294, -0.0015, -8.6564], [0.7845, 0.6463, -7.6798], [0.0086, 0.4643, -3.0108], [-0.0126, -1.3206, -3.0420], [-1.4521, -0.4133, -2.5469], [-1.5033, 9.2301, -4.7751], [-2.0228, 8.7560, -3.4343], [-1.1388, 7.8122, -2.8143], [-0.0363, 8.3285, -2.2726], [0.2572, 9.4950, -2.2315], [0.6816, 7.3260, -1.7683], [1.9404, 7.7210, -1.2130], [-1.3097, 8.3789, -5.4295], [-2.2347, 9.8823, -5.2526], [-0.5722, 9.7829, -4.6631], [-2.9611, 8.2204, -3.5649], [-2.2063, 9.5890, -2.7557], [1.8085, 8.4974, -0.4633], [2.6067, 8.0689, -2.0005], [2.3625, 6.8349, -0.7478]],
  "forces_ev_per_a": [[0.2, -0.5, 0.0], [-0.6, 0.2, -0.1], [0.2, 0.2, 0.1], [-0.3, -0.7, -0.4], [0.0, -0.4, -0.2], [0.6, 0.2, 0.1], [-0.1, -0.2, 0.2], [0.0, 0.4, -0.3], [-0.2, 0.0, -0.3], [0.1, -0.6, 0.0], [0.1, 0.4, 0.2], [-0.2, 0.3, -0.1], [-0.4, 0.2, -0.3], [0.1, -0.6, 0.2], [-0.1, 0.2, 0.0], [0.0, 0.2, 0.2], [-0.1, 0.1, -0.1], [0.1, 0.0, -0.1], [0.2, -0.1, 0.0], [0.0, 0.4, 0.4], [0.0, 0.1, 0.3], [0.0, 0.3, 0.0], [-0.1, -0.1, -0.1], [0.2, -0.1, 0.1], [0.1, 0.0, 0.1], [0.0, 0.2, 0.0], [0.1, -0.2, 0.0], [-0.2, 0.2, -0.2], [-0.1, 0.0, 0.0], [0.0, 0.0, 0.1], [-0.1, -0.2, -0.1], [0.0, -0.1, 0.0], [0.3, 0.0, 0.1], [-0.1, 0.1, 0.0], [0.0, 0.0, 0.0], [0.0, 0.1, 0.0], [0.1, 0.0, 0.1], [0.1, -0.1, 0.0], [-0.1, 0.0, -0.1], [0.0, 0.1, -0.1], [-0.1, 0.0, 0.1], [0.0, 0.3, -0.1], [0.2, -0.2, 0.5], [0.0, 0.0, -0.1], [0.0, -0.1, 0.2], [0.0, 0.1, -0.1], [0.0, 0.0, 0.0], [0.0, 0.2, -0.2], [0.0, -0.1, 0.0], [0.0, 0.0, 0.0], [0.1, -0.1, 0.0], [-0.1, 0.2, -0.2], [0.0, 0.1, -0.1], [0.1, -0.1, 0.1], [0.1, 0.0, 0.0], [-0.2, -0.1, 0.1], [0.1, -0.1, -0.2], [-0.1, 0.3, 0.1], [0.0, -0.1, 0.0], [0.0, -0.1, 0.0], [0.0, 0.1, 0.0], [0.0, 0.0, 0.0], [0.1, -0.1, 0.0], [-0.1, 0.0, 0.0], [0.0, 0.0, 0.0], [0.0, 0.0, 0.1], [0.0, -0.2, 0.0], [0.1, 0.0, -0.1], [0.0, 0.1, 0.0], [0.0, 0.1, 0.0], [-0.1, 0.0, 0.0], [0.2, 0.1, 0.1], [-0.3, -0.2, 0.2], [0.0, 0.1, 0.0], [-0.1, 0.0, -0.2], [0.0, 0.0, 0.0], [0.0, 0.0, 0.0], [0.2, 0.0, 0.0], [-0.1, 0.0, 0.0], [0.0, 0.0, 0.0], [0.0, -0.1, 0.0], [0.2, 0.2, -0.1], [0.1, 0.0, 0.0], [-0.1, 0.0, 0.0], [0.0, -0.1, 0.0], [-0.1, 0.1, 0.0], [0.0, -0.1, 0.2], [0.2, 0.0, -0.3], [-0.1, -0.1, 0.0], [-0.1, 0.2, 0.1], [0.0, 0.0, 0.0], [0.0, -0.1, 0.0], [0.0, -0.2, 0.1], [0.0, 0.0, -0.1], [0.0, 0.0, 0.0], [0.0, 0.1, 0.0], [-0.1, 0.0, 0.1], [0.0, 0.0, 0.1], [0.1, 0.0, -0.1], [0.1, 0.1, 0.0], [-0.1, 0.0, -0.1], [0.2, -0.1, 0.0], [-0.3, 0.2, -0.2], [0.0, -0.1, 0.0], [0.0, -0.1, 0.1], [0.0, 0.0, 0.0], [0.0, 0.0, 0.0], [0.1, -0.1, 0.1], [-0.1, 0.0, 0.0], [0.0, 0.0, 0.0], [0.0, 0.1, 0.1], [0.1, -0.1, 0.1], [0.1, 0.0, 0.0], [0.0, 0.1, -0.1], [0.0, 0.1, 0.0], [-0.1, -0.1, 0.0]]
}